No. 1
The following is a DFT calculation (ωB97M-V/def2-TZVPD) of one molecule with the formula CH4S3 at a distorted geometry.

Output
Frontier orbital gap = 0.33324 Ha
E_HOMO = -8.8 eV
SMILES = CSSS
Energy above the lowest of the compared OMol25 structures with the same formula, charge and spin = 20.95 kcal/mol
DFT total energy = -1235.01948 a.u.

Element x y z (Å)
1 C -1.10937 -0.04593 -0.15450
2 S 3.15871 -0.64788 0.10923
3 S 0.58992 1.20633 0.58931
4 S 2.01254 0.96655 -0.72019
5 H -1.50438 0.62533 -0.86092
6 H -1.66517 -0.19538 0.73570
7 H -0.47748 -0.91647 -0.37234
8 H 3.36511 0.08397 1.20318


No. 2
The following is a DFT calculation (ωB97M-V/def2-TZVPD) of a 8-piece molecular cluster, C9H29Br8N3O3 overall at a distorted geometry.

Output
Frontier orbital gap = 0.17990 Ha
Charge = +2
E_HOMO = -11.0 eV
Energy above the lowest of the compared OMol25 structures with the same formula, charge and spin = 130.47 kcal/mol
DFT total energy = -21341.72930 a.u.

Element x y z (Å)
1 N -14.16612 -12.29611 -13.95271
2 H -13.63665 -12.52996 -14.78040
3 H -15.07996 -11.93218 -14.18193
4 H -13.64172 -11.60824 -13.43123
5 H -14.20221 -13.14552 -13.40746
6 N -9.77385 -14.92805 -8.76673
7 H -9.00620 -15.09176 -9.40235
8 H -9.48876 -15.18046 -7.83125
9 H -10.65295 -15.39115 -8.94788
10 H -10.02607 -13.95065 -8.80088
11 N -15.28411 -13.15518 -4.92987
12 H -15.27213 -12.97223 -3.93664
13 H -14.96601 -14.08837 -5.14909
14 H -14.75335 -12.42525 -5.38328
15 H -16.22221 -12.98427 -5.26283
16 O -12.69195 -8.58482 -9.19218
17 C -12.08613 -9.76029 -8.97402
18 O -12.24374 -10.33757 -7.86926
19 O -11.49061 -10.24276 -9.90920
20 H -12.81411 -8.45569 -8.24878
21 Br -5.75146 -8.23717 -15.45024
22 C -6.24558 -9.06384 -13.71028
23 C -5.20493 -10.17957 -13.42340
24 Br -5.54878 -10.82702 -11.60925
25 H -7.24641 -9.44739 -13.90861
26 H -6.33963 -8.25577 -12.98484
27 H -4.18075 -9.83456 -13.56530
28 H -5.39546 -11.00043 -14.11477
29 Br -8.01520 -1.67889 -5.26344
30 C -7.57672 -3.60810 -4.95913
31 C -8.85803 -4.32344 -4.91685
32 Br -8.54369 -6.21589 -4.38464
33 H -7.04286 -3.68976 -4.01234
34 H -6.84247 -3.81927 -5.73656
35 H -9.28990 -4.37437 -5.91635
36 H -9.53625 -3.82665 -4.22309
37 Br -14.45590 -6.00284 -16.15470
38 C -14.69566 -4.64941 -14.69181
39 C -14.64767 -3.23668 -15.35876
40 Br -15.21613 -1.84532 -14.03505
41 H -13.91194 -4.92316 -13.98545
42 H -15.59195 -4.82980 -14.09832
43 H -15.47941 -3.22429 -16.06314
44 H -13.68541 -2.92845 -15.76758
45 Br -17.16284 -4.96067 -6.72333
46 C -17.96285 -3.98338 -8.23220
47 C -18.98839 -2.89782 -7.90603
48 Br -18.47858 -1.56715 -6.51376
49 H -18.38808 -4.69469 -8.94024
50 H -17.16106 -3.50368 -8.79357
51 H -19.99388 -3.27509 -7.71960
52 H -19.21951 -2.44372 -8.86960


No. 3
The following is a DFT calculation (ωB97M-V/def2-TZVPD) of one molecule with the formula C3H4N2O.

Output
Frontier orbital gap = 0.35220 Ha
E_HOMO = -9.0 eV
Energy above the lowest of the compared OMol25 structures with the same formula, charge and spin = 70.02 kcal/mol
DFT total energy = -301.37564 a.u.

Element x y z (Å)
1 N -1.02535 0.21858 1.30373
2 C -1.09382 -0.23458 0.08554
3 C -0.03011 -1.14161 -0.31335
4 N 1.02400 -0.68419 -0.87929
5 C 1.07401 0.69403 -1.10751
6 O 1.66352 1.50062 -0.43021
7 H -1.64119 0.96871 1.59801
8 H -0.33785 -0.06966 2.00060
9 H -0.16402 -2.22511 -0.22607
10 H 0.53080 0.97322 -2.03145


No. 4
The following is a DFT calculation (ωB97M-V/def2-TZVPD) of C55H37BrCrF4N3O2PS2 as an isolated structure.

Output
Multiplicity = 2
Frontier orbital gap (spin up / spin down) = 0.21811 / 0.21837 Ha
Charge = -1
E_HOMO (spin up / spin down) = -4.0 / -4.0 eV
Energy above the lowest of the compared OMol25 structures with the same formula, charge and spin = 0.00 kcal/mol
DFT total energy = -7588.63211 a.u.

Element x y z (Å)
1 Cr 0.43716 0.17496 -0.74733
2 O 1.80878 -0.76288 -0.07821
3 C 2.70937 -0.48757 0.95755
4 C 1.88134 -0.00580 2.15451
5 C 1.13913 1.28998 1.97704
6 C 1.01068 2.11765 3.08722
7 C 0.31414 3.30166 2.98226
8 C -0.22527 3.63796 1.75619
9 C -0.07371 2.78057 0.67468
10 C -0.63993 3.17008 -0.65721
11 C -1.69667 2.19992 -1.22237
12 O -1.20376 0.89431 -1.21549
13 C -3.01642 2.21635 -0.43623
14 C -3.40059 3.24438 0.41663
15 C -4.60112 3.17888 1.11646
16 C -5.44294 2.08943 0.96337
17 C -5.08479 1.07359 0.08523
18 C -3.88881 1.14428 -0.60749
19 C -2.02380 2.60467 -2.66822
20 C -2.04541 1.63243 -3.66163
21 C -2.36613 1.96189 -4.96921
22 C -2.67194 3.27327 -5.30462
23 C -2.65358 4.24917 -4.32006
24 C -2.33319 3.91566 -3.01106
25 N 0.58715 1.60880 0.79465
26 C 3.41766 -1.79910 1.32094
27 C 4.18749 -1.89686 2.47912
28 C 4.86087 -3.06875 2.78419
29 C 4.79787 -4.15182 1.91513
30 C 4.06001 -4.04587 0.74712
31 C 3.36346 -2.88019 0.45243
32 C 3.78960 0.50417 0.52661
33 C 4.46978 0.23264 -0.65741
34 C 5.47235 1.07545 -1.10209
35 C 5.81810 2.20104 -0.36339
36 C 5.16280 2.46524 0.82693
37 C 4.15383 1.61681 1.27206
38 H 2.50119 0.08442 3.04639
39 H 1.15610 -0.79578 2.36345
40 H 1.46788 1.81396 4.01945
41 H 0.19873 3.95484 3.83821
42 H -0.76119 4.56634 1.61749
43 H 0.17227 3.21630 -1.38323
44 H -1.03601 4.18053 -0.57352
45 H -2.76695 4.11018 0.55511
46 H -4.87400 3.98652 1.78541
47 H -6.37239 2.03478 1.51606
48 H -5.74106 0.22247 -0.05650
49 H -3.60298 0.36127 -1.29620
50 H -1.76621 0.62079 -3.40599
51 H -2.35780 1.19179 -5.73062
52 H -2.91075 3.53500 -6.32772
53 H -2.88217 5.27817 -4.56915
54 H -2.33449 4.69548 -2.25866
55 H 4.28904 -1.03810 3.13365
56 H 5.45385 -3.13016 3.68887
57 H 5.33690 -5.06378 2.14164
58 H 4.02275 -4.87500 0.05095
59 H 2.79901 -2.78629 -0.46684
60 H 4.18019 -0.63178 -1.24541
61 H 5.96966 0.86757 -2.04152
62 H 6.58556 2.87266 -0.72666
63 H 5.42374 3.33982 1.41082
64 H 3.65663 1.85164 2.20518
65 F -5.12897 -2.47344 -3.68248
66 C -4.22195 -2.31541 -2.71993
67 C -4.59148 -2.44552 -1.39891
68 F -5.85896 -2.72524 -1.08269
69 C -3.64046 -2.28232 -0.40260
70 F -4.07606 -2.44708 0.85166
71 C -2.32735 -1.95598 -0.69365
72 P -1.03838 -1.50309 0.54333
73 C -0.31837 -3.12656 0.97630
74 C -0.26562 -4.14855 0.03073
75 C 0.34599 -5.35743 0.33000
76 C 0.91700 -5.56202 1.57628
77 C 0.88057 -4.54857 2.52167
78 C 0.27041 -3.34135 2.22286
79 C -1.93758 -1.00685 2.05908
80 C -2.16012 0.35406 2.23737
81 C -2.82075 0.82750 3.36442
82 C -3.24551 -0.06096 4.33655
83 C -3.02478 -1.42498 4.17229
84 C -2.38194 -1.89449 3.04088
85 C -1.96112 -1.86212 -2.04018
86 Br -0.10311 -1.61854 -2.59622
87 C -2.89966 -2.04204 -3.03272
88 F -2.57490 -1.95759 -4.32661
89 H -0.70005 -4.00767 -0.94984
90 H 0.37876 -6.13693 -0.42059
91 H 1.40227 -6.50221 1.80559
92 H 1.34313 -4.68881 3.49033
93 H 0.23952 -2.57001 2.98133
94 H -1.83837 1.05299 1.48081
95 H -2.99808 1.89061 3.46783
96 H -3.75329 0.30205 5.22178
97 H -3.36478 -2.12484 4.92536
98 H -2.23591 -2.95884 2.91360
99 S 1.64383 1.63132 -2.22490
100 C 2.87435 1.05845 -3.34352
101 C 3.61006 2.18406 -3.85471
102 N 4.17971 3.10855 -4.24133
103 C 3.23993 -0.18428 -3.76008
104 S 2.61226 -1.73570 -3.32163
105 C 4.37066 -0.25882 -4.65707
106 N 5.27813 -0.36134 -5.35935